(1)
ORCA calculation (ωB97M-V/def2-TZVPD) on C44H108O28P4 as an isolated structure in a non-equilibrium geometry.

The calculation puts the LUMO energy at 0.452 eV. As for the total charge: 0. Its HOMO-LUMO gap is 0.3123 Ha.

Each line ends with the Mulliken charge.
Atoms and positions in Å:
H1 -1.738 3.862 1.904  0.773
O1 -3.022 -6.443 1.957  -0.466
C1 -3.707 -1.086 0.131  1.272
H2 -4.124 -5.510 3.379  0.311
H3 -5.911 0.996 2.872  0.312
H4 0.477 -2.037 5.517  0.430
C2 5.606 -0.962 0.475  -0.465
H5 2.363 7.912 1.577  0.269
C3 -2.210 1.730 7.701  -0.725
H6 6.295 5.621 -4.908  0.287
H7 8.086 -1.496 1.111  0.328
C4 6.123 6.273 -4.046  -0.758
H8 4.189 -4.289 -1.956  0.353
H9 3.976 -1.228 -1.946  0.429
C5 -4.041 -2.268 -1.860  0.551
H10 -1.157 2.154 1.765  -0.351
H11 2.623 -2.645 1.503  0.190
H12 -1.827 -0.270 2.516  -0.785
O2 1.899 6.504 3.042  -0.445
H13 2.141 -4.564 -2.765  0.435
H14 1.277 5.488 -2.229  0.378
H15 0.184 -8.570 -0.352  0.287
H16 -3.774 -3.265 -1.486  -0.786
C6 -0.747 -6.175 -4.535  0.208
H17 -5.703 3.380 -2.034  0.333
O3 -1.682 0.165 -0.207  1.706
H18 4.904 -5.625 0.678  0.329
O4 0.321 4.839 4.048  -0.268
H19 1.763 5.043 5.542  0.339
H20 -3.345 -2.016 0.589  -0.451
H21 3.176 6.346 1.371  -0.053
H22 -4.381 1.758 -0.897  -0.061
C7 -3.748 -5.281 2.386  -0.441
C8 -1.829 -0.767 3.485  0.470
H23 5.415 3.029 0.080  0.142
C9 2.832 -3.553 0.939  -0.361
H24 8.740 -0.727 -0.402  0.279
H25 7.659 -2.129 -0.436  0.275
C10 -1.831 -4.442 -5.592  -0.461
H26 -2.682 2.633 0.999  0.136
H27 -2.764 -4.950 -5.876  0.292
H28 -2.715 0.964 5.279  0.200
C11 -0.536 -0.610 4.257  0.168
H29 -4.422 0.446 3.762  -0.029
H30 0.268 -6.164 -4.110  -0.322
O5 -3.885 1.601 -2.865  -0.368
O6 -1.864 -2.187 3.221  -0.161
H31 -1.817 -5.779 -1.737  0.025
C12 -5.325 0.146 3.222  -0.413
H32 -2.915 2.617 -1.373  -1.065
H33 4.685 -5.939 -1.687  0.452
H34 -5.082 0.449 0.586  1.040
O7 5.772 5.425 -2.961  -0.314
C13 -0.515 -1.870 5.098  -0.946
C14 -2.031 2.810 1.855  -0.309
H35 -3.500 0.544 1.386  -0.565
C15 2.094 -5.562 -2.325  -0.619
O8 2.541 4.104 3.206  -0.448
H36 -3.131 -1.836 -2.286  0.293
C16 4.775 -4.730 0.055  -0.724
O9 3.879 0.399 -0.636  -0.173
C17 -1.630 3.515 -3.029  0.506
H37 5.297 6.931 -4.314  0.312
H38 -1.872 3.696 4.386  0.519
O10 0.267 -1.452 -0.740  -0.419
H39 0.353 4.060 5.940  0.213
H40 -1.265 -2.548 0.139  -0.263
H41 2.350 -3.442 -0.031  0.018
C18 -0.193 -2.372 0.228  0.765
H42 -3.265 1.891 7.957  0.314
O11 -2.785 2.444 2.998  -0.405
C19 2.111 4.902 -1.849  -0.139
H43 0.531 -8.698 1.383  0.314
H44 3.647 7.462 2.702  0.300
H45 -1.421 -7.031 -6.403  0.273
C20 7.884 -1.186 0.080  -0.783
H46 -4.635 -5.179 1.754  0.323
H47 -1.025 -4.941 -7.572  0.367
H48 -2.551 -1.312 -2.291  0.328
H49 -2.883 -6.591 -0.706  0.467
C21 -2.408 -5.615 -0.836  -0.835
O12 4.863 4.866 -0.708  -0.214
O13 6.784 -0.308 0.037  -0.315
H50 0.558 1.019 1.172  -0.286
H51 0.254 5.840 5.887  0.270
C22 3.262 -0.620 -1.384  -0.887
H52 -4.782 -2.416 -2.643  0.435
C23 4.410 -0.053 0.596  0.103
H53 2.063 1.602 0.416  -0.747
C24 -0.734 -4.967 -6.519  -0.612
O14 0.632 1.027 -0.925  -0.457
O15 -0.572 -5.772 2.587  -0.724
H54 2.294 5.013 -0.781  0.010
C25 4.093 -5.124 -1.251  -0.620
O16 4.424 7.205 -1.660  -0.732
O17 4.243 -3.643 0.791  -0.380
H55 -3.683 2.474 5.607  0.467
H56 -1.251 -1.831 5.905  0.237
H57 0.342 -6.851 -6.333  0.332
C26 -2.691 2.049 5.432  -0.628
O18 -0.753 -0.189 -2.637  -0.442
C27 -0.606 -6.398 -6.050  -0.698
P1 -1.483 -6.250 1.542  0.924
O19 -4.648 -1.507 -0.853  -0.496
C28 0.129 -8.046 0.599  -0.531
H58 5.459 -1.817 -0.188  0.009
O20 -4.976 -0.762 2.202  -0.546
H59 -2.307 4.750 -4.758  0.367
C29 -0.993 -2.927 4.080  -0.391
C30 -1.752 4.008 -1.570  0.669
H60 -0.793 4.352 -1.158  0.422
H61 5.800 -4.433 -0.183  0.402
H62 -2.500 2.879 -3.206  -0.890
H63 2.481 -0.222 -2.031  0.263
H64 -1.662 -1.661 -3.797  0.104
H65 4.373 4.174 2.289  0.394
H66 0.736 2.651 0.335  -0.293
C31 -1.918 -0.889 -3.070  -0.425
H67 4.213 2.928 -1.139  0.259
H68 -2.479 -0.139 -3.636  0.125
H69 2.540 -6.326 -2.970  0.465
H70 -3.180 -4.871 -1.002  -0.216
H71 0.299 -0.618 3.552  -0.058
H72 -1.600 2.123 8.512  0.256
H73 -2.682 -0.512 4.119  -0.074
O21 -1.856 2.389 6.515  -0.276
H74 3.638 2.573 2.375  0.283
H75 -1.050 2.195 4.012  -0.023
H76 3.639 -0.463 1.252  0.169
H77 -0.831 5.240 -3.992  0.533
H78 -4.481 4.456 -1.281  0.692
H79 -2.000 -3.373 -5.697  0.287
H80 5.904 3.350 -1.636  0.483
C32 2.827 7.078 2.099  -0.252
H81 0.277 -3.352 0.129  0.003
H82 -5.044 4.391 -4.023  0.701
C33 0.975 1.588 0.343  1.449
C34 -4.243 3.876 -3.496  1.146
H83 -0.144 -3.332 3.525  0.136
P2 -0.492 -0.083 -1.059  -0.040
C35 -4.649 3.681 -2.021  -0.783
H84 -3.249 -4.315 2.309  0.002
H85 4.785 0.866 1.055  0.030
C36 3.430 3.628 2.199  -0.203
H86 -2.070 3.207 -0.898  -0.530
H87 -1.237 -6.968 -3.959  0.353
C37 -3.946 2.382 -1.675  0.749
P3 1.295 5.041 2.799  0.533
P4 4.578 5.776 -1.974  0.880
H88 -5.873 -0.426 3.973  0.321
O22 -2.706 5.042 -1.591  -0.444
O23 0.601 4.687 1.564  -0.048
O24 3.281 5.080 -2.650  -0.358
H89 -3.329 4.468 -3.564  -1.956
H90 -1.440 -3.754 4.630  0.364
H91 -2.038 0.651 7.607  0.220
C38 -2.040 2.635 4.174  0.011
H92 1.053 -5.864 -2.212  -0.248
H93 7.062 6.806 -3.912  0.261
H94 2.650 -1.195 -0.679  0.179
H95 2.428 -4.437 1.435  0.523
H96 -3.084 2.346 -4.597  0.259
O25 -1.198 -7.702 0.952  -0.336
H97 -2.119 6.713 -2.679  0.475
H98 0.018 -2.144 1.277  -0.234
H99 -2.849 -0.592 -0.340  -0.874
O26 2.753 -5.532 -1.062  -0.114
H100 -4.903 2.088 -4.519  0.461
H101 -3.627 5.816 -3.194  0.518
C39 5.133 3.455 -0.880  -0.470
H102 1.804 3.862 -2.011  0.021
H103 3.026 3.761 1.193  -0.120
O27 -1.421 -4.963 -4.334  -0.228
C40 -2.596 5.749 -2.848  -0.689
C41 -1.820 4.819 -3.785  -1.248
C42 -4.003 2.451 -4.021  -0.730
H104 5.740 -1.426 1.461  0.493
H105 -0.520 0.274 4.900  0.296
C43 0.681 4.955 5.412  -0.746
H106 -0.702 2.993 -3.247  0.825
C44 -4.321 -0.131 1.122  -0.358
H107 0.888 -7.258 0.629  0.081
H108 0.164 -4.366 -6.368  0.277
O28 -1.566 -5.298 0.269  0.313

(2)
ORCA calculation (ωB97M-V/def2-TZVPD) on C6H10N as an isolated structure in a non-equilibrium geometry.

As for the energy relative to the best compared isomer or geometry (same formula, charge and spin): 4.637 eV. The calculation puts the LUMO energy at -3.937 eV. As for the total charge: +1. Its HOMO-LUMO gap is 0.3308 Ha.

Each line ends with the Mulliken charge.
Atoms and positions in Å:
H1 -2.333 1.274 1.165  0.326
C1 0.012 -1.930 0.292  -0.779
H2 1.894 1.317 -0.127  0.365
C2 1.394 -0.560 0.942  -0.796
H3 -1.444 2.373 0.339  0.397
C3 1.592 0.285 -0.221  -0.486
C4 -0.605 -0.856 -0.234  0.211
H4 -0.406 -2.542 1.016  0.417
H5 -2.732 1.699 -0.359  0.381
N1 -1.954 1.479 0.320  -0.243
C5 -0.896 0.418 -0.095  -0.183
H6 0.791 -2.329 -0.486  0.276
H7 2.391 -1.107 1.130  0.314
H8 2.225 -0.189 -0.909  0.347
C6 0.204 0.247 -0.966  -0.334
H9 0.302 0.312 -2.074  0.402
H10 1.004 -0.154 1.806  0.386

(3)
ORCA calculation (ωB97M-V/def2-TZVPD) on one molecule with the formula C4H9ClNO3P in a non-equilibrium geometry.

As for the energy relative to the best compared isomer or geometry (same formula, charge and spin): 0.098 eV. The calculation puts the LUMO energy at 0.730 eV. As for the total charge: 0. Its HOMO-LUMO gap is 0.4033 Ha.

Each line ends with the Mulliken charge.
Atoms and positions in Å:
O1 -0.275 -0.873 -0.742  -0.246
H1 -0.564 0.068 2.057  0.386
H2 -1.962 -0.886 -1.881  0.337
H3 -0.748 -2.270 -2.165  0.190
C1 1.362 -0.388 1.294  -1.557
H4 -0.330 -0.510 -2.724  0.300
H5 1.168 -1.517 1.451  0.305
H6 -0.404 2.230 1.787  0.317
O2 1.338 1.808 -1.185  -0.561
C2 -0.633 0.261 -0.158  0.403
N1 0.459 1.856 1.387  -0.483
P1 0.884 2.680 -0.079  0.739
C3 0.070 0.439 1.177  0.485
O3 -1.365 1.130 -0.578  -0.628
H7 1.995 -0.457 0.445  0.325
H8 1.887 0.014 2.070  0.524
H9 -0.116 3.439 -0.610  0.081
Cl1 2.260 3.767 0.758  -0.216
C4 -0.911 -1.066 -1.983  -0.703

(4)
ORCA calculation (ωB97M-V/def2-TZVPD) on one molecule with the formula C3H8O in a non-equilibrium geometry.

As for the energy relative to the best compared isomer or geometry (same formula, charge and spin): 0.447 eV. The calculation puts the LUMO energy at 1.017 eV. As for the total charge: 0. Its HOMO-LUMO gap is 0.4140 Ha.

Each line ends with the Mulliken charge.
Atoms and positions in Å:
H1 -0.298 1.108 -1.879  0.300
C1 -0.331 -0.033 -0.053  0.476
C2 0.085 0.179 1.397  -1.207
H2 -1.375 -0.021 -0.047  0.235
O1 -0.082 -1.341 -0.501  -0.561
H3 1.254 0.885 -1.041  0.347
C3 0.210 1.077 -0.902  -1.209
H4 0.884 -1.501 -0.798  0.330
H5 -0.432 -0.487 2.104  0.338
H6 0.064 2.061 -0.418  0.336
H7 -0.378 1.161 1.797  0.315
H8 1.163 0.181 1.637  0.300

- Which formula does entry 3 have?
  C4H9ClNO3P

- What is the total charge in the second record?
  +1

- What is the formula in the second record?
  C6H10N